# 1
{"formula": "C30H46Br2N6O2PbSSi", "method": "wB97M-V/def2-TZVPD", "total_charge": 2, "homo_energy_ev": -13.82, "species": ["Pb", "C", "C", "N", "N", "C", "N", "S", "C", "C", "C", "C", "C", "N", "H", "H", "H", "H", "H", "H", "H", "H", "H", "C", "C", "C", "C", "C", "Br", "N", "C", "H", "H", "H", "H", "H", "H", "C", "C", "C", "C", "Si", "Br", "C", "C", "C", "C", "C", "C", "C", "C", "H", "H", "H", "H", "H", "H", "H", "H", "H", "H", "H", "H", "H", "H", "H", "H", "H", "H", "H", "H", "H", "H", "H", "H", "H", "H", "H", "O", "C", "C", "C", "C", "O", "N", "H", "H", "H", "H"], "xyz": [[0.38774, 0.32450, -0.35742], [2.82099, -3.48583, -2.17338], [2.33514, -2.30605, -1.39706], [1.09746, -2.06146, -1.14448], [0.18038, -2.91771, -1.72555], [-0.99251, -2.93073, -1.21496], [-2.04703, -3.47907, -1.84786], [-1.47185, -2.15063, 0.33083], [3.33324, -1.32366, -0.88252], [4.69014, -1.59367, -0.95410], [5.59849, -0.64509, -0.49889], [5.12363, 0.54919, 0.00572], [3.75130, 0.74878, 0.04847], [2.87730, -0.16386, -0.37236], [1.99166, -4.02970, -2.60907], [3.37632, -4.16148, -1.51874], [3.49958, -3.16346, -2.96344], [-1.89832, -3.84901, -2.77538], [-2.82615, -3.83583, -1.31992], [5.04308, -2.52790, -1.36376], [6.66078, -0.84294, -0.54911], [5.79033, 1.32162, 0.36185], [3.33763, 1.67071, 0.43496], [-1.52002, 3.34183, 4.60584], [-1.90876, 2.78482, 3.26827], [-3.15448, 3.04813, 2.69859], [-3.48768, 2.51421, 1.46825], [-2.54049, 1.72004, 0.84644], [-2.96050, 0.95336, -0.84817], [-1.35147, 1.45218, 1.34872], [-1.04384, 1.98556, 2.54055], [-1.63817, 4.42598, 4.62252], [-0.48428, 3.10909, 4.84735], [-2.15470, 2.93219, 5.39262], [-3.86751, 3.67423, 3.22145], [-4.44419, 2.70129, 1.00286], [-0.05000, 1.76518, 2.91421], [3.43972, 4.07706, 2.10375], [2.47516, 5.27448, 2.08121], [3.24295, 6.54382, 2.49677], [1.41685, 4.98200, 3.15365], [1.68483, 5.56218, 0.36568], [1.14320, 3.38919, -0.37566], [-0.02042, 6.42024, 0.40721], [-0.51681, 6.75396, -1.00757], [0.10231, 7.73606, 1.19954], [-1.10926, 5.55604, 1.06257], [2.88600, 6.16769, -0.98812], [3.04415, 7.69595, -0.86242], [4.27286, 5.52365, -0.84196], [2.40780, 5.84382, -2.41298], [3.96332, 4.07035, 3.06466], [4.19359, 4.10689, 1.31945], [2.88951, 3.13730, 2.03204], [3.60430, 6.41738, 3.52141], [2.61910, 7.43930, 2.48277], [4.11343, 6.72846, 1.86805], [1.92705, 4.75498, 4.09515], [0.80971, 4.11364, 2.88624], [0.75422, 5.82645, 3.34024], [0.11492, 7.48170, -1.51425], [-1.51494, 7.19445, -0.93101], [-0.59694, 5.86476, -1.63648], [0.86342, 8.40382, 0.79332], [0.32433, 7.57039, 2.25432], [-0.85238, 8.26721, 1.14877], [-1.28713, 4.63659, 0.50120], [-2.04375, 6.12591, 1.06635], [-0.88366, 5.28961, 2.09357], [3.37548, 8.01191, 0.12816], [2.12257, 8.22726, -1.10000], [3.80080, 8.02935, -1.57797], [4.77229, 5.78786, 0.08926], [4.90670, 5.87697, -1.65997], [4.22243, 4.43413, -0.91784], [1.43087, 6.25620, -2.64921], [2.37691, 4.76927, -2.59559], [3.12345, 6.27599, -3.11804], [2.16588, 0.63583, 2.63255], [1.76788, -0.49287, 2.65133], [2.15706, -1.62836, 3.57725], [1.31953, -2.81132, 3.08504], [0.52963, -2.18285, 1.98221], [-0.36744, -2.92232, 1.35771], [0.77267, -0.94601, 1.72939], [1.93279, -1.34266, 4.60454], [3.23202, -1.79159, 3.51562], [0.64729, -3.23245, 3.83233], [1.90909, -3.63664, 2.68224]], "mulliken_charge": [0.964, -1.656, 0.480, 0.746, -1.279, 0.680, -0.422, -0.036, 0.507, -0.613, -0.770, -0.954, -0.050, 0.261, 0.382, 0.375, 0.434, 0.262, 0.242, 0.468, 0.457, 0.532, 0.387, -1.602, 0.675, -0.358, -0.716, 0.036, -0.153, 0.332, -0.382, 0.374, 0.328, 0.450, 0.484, 0.493, 0.189, -1.587, 2.799, -1.828, -2.294, -1.083, -0.195, 2.858, -2.188, -1.766, -2.109, 2.428, -1.720, -1.894, -1.685, 0.572, 0.241, -0.003, 0.552, 0.333, 0.378, 0.647, 0.140, 0.359, 0.417, 0.594, 0.351, 0.332, 0.329, 0.551, 0.298, 0.645, 0.232, 0.301, 0.326, 0.548, 0.294, 0.629, 0.236, 0.328, 0.278, 0.557, -0.427, -0.031, -0.569, -0.560, 0.406, -0.413, 0.531, 0.324, 0.313, 0.356, 0.319]}

***

# 2
{"formula": "C7H14O2", "method": "wB97M-V/def2-TZVPD", "smiles": "COC(C)=O.C=C(C)C", "total_charge": 0, "homo_energy_ev": -9.12, "species": ["C", "C", "C", "O", "O", "H", "H", "H", "H", "H", "H", "C", "C", "C", "C", "H", "H", "H", "H", "H", "H", "H", "H"], "xyz": [[-1.89091, 2.37434, 0.24875], [-2.30458, -1.23043, -0.29571], [-1.85624, -0.00095, 0.46980], [-2.00089, 1.08996, -0.34970], [-1.97404, 0.08786, 1.68745], [-2.55653, 3.04494, -0.29489], [-0.86129, 2.73355, 0.16048], [-2.17707, 2.34540, 1.30161], [-1.95665, -1.18604, -1.32535], [-1.94025, -2.12292, 0.20808], [-3.39415, -1.26047, -0.30740], [2.50095, -1.73257, -0.37127], [0.51166, -0.16552, 0.61932], [1.98025, -0.33579, -0.28709], [2.62212, 0.74374, -0.69824], [3.44921, -1.76421, -0.90766], [2.65712, -2.14914, 0.62545], [0.58001, -0.93455, 1.38721], [0.59519, 0.82361, 1.05490], [0.33331, -0.42317, -0.47067], [1.78708, -2.37195, -0.89170], [3.63718, 0.69331, -1.06786], [2.25852, 1.74101, -0.49552]], "mulliken_charge": [-0.706, -1.221, 0.953, -0.315, -0.608, 0.267, 0.213, 0.353, 0.362, 0.316, 0.368, -1.222, -0.918, 0.782, -1.035, 0.395, 0.287, 0.286, 0.373, 0.197, 0.296, 0.302, 0.274]}

***

# 3
{"formula": "C3H4OS2", "method": "wB97M-V/def2-TZVPD", "total_charge": 0, "homo_energy_ev": [-8.58, -8.58], "species": ["C", "C", "C", "O", "S", "S", "H", "H", "H", "H"], "xyz": [[1.24382, -0.49600, -0.42059], [-0.19837, -0.48039, -0.73676], [-0.16323, 0.90572, -0.21994], [1.14259, 0.84773, -0.01636], [-0.58900, 0.95418, -1.89441], [-1.74649, 1.21454, 2.32177], [1.60236, -1.32059, 0.36585], [1.93996, -0.41734, -1.20140], [-0.97696, -1.30064, -0.81978], [-2.25468, 0.09279, 2.62162]], "mulliken_charge": [-0.258, -0.230, 0.206, -0.282, -0.133, -0.259, 0.224, 0.254, 0.402, 0.075]}

***

Number 1: energy -7677.95972 Eh. Number 2: energy -425.48368 Eh. Number 3: energy -988.08403 Eh.